149
Properties=species:S:1:pos:R:3:forces:R:3:lowdin_charge:R:1 method="wB97M-V/def2-TZVPD" max_force_ev_per_a=1.30 de_lowest_kj_mol=104.9 spin_multiplicity=1 gap_ha=0.2104 charge=+2 homo_ev=-10.877 lumo_energy_ev=-5.151
Y -0.59947 0.58677 -0.58740 0.49 -0.56 0.34 1.41
C -3.90647 -0.00563 3.80690 -0.28 0.27 0.68 0.00
N -3.43207 -0.40553 2.50990 0.55 0.26 -0.52 -0.04
C -2.82317 0.40587 1.61770 -0.34 0.12 -0.13 -0.44
N -2.51217 -0.27203 0.51190 -0.42 -0.23 0.60 -0.05
C -2.92427 -1.56273 0.70690 -0.38 0.20 0.56 -0.19
C -3.49067 -1.65833 1.97550 0.21 -0.19 -0.49 -0.09
C -4.02887 -2.76803 2.77040 -0.15 -0.14 0.13 -0.21
C -5.38147 -2.80433 3.10210 0.08 -0.07 -0.07 -0.04
C -5.86927 -3.82493 3.89840 -0.06 -0.01 0.04 -0.06
C -5.01627 -4.81333 4.36190 0.03 -0.02 0.03 -0.05
C -3.66747 -4.77253 4.04820 0.03 -0.02 0.00 -0.04
C -3.17097 -3.74773 3.26470 -0.08 0.22 -0.02 -0.04
C -2.84597 -2.55273 -0.35930 0.01 -0.22 -0.22 -0.20
C -3.41217 -3.81953 -0.19250 0.03 0.26 -0.19 -0.05
C -3.36227 -4.75273 -1.21070 0.00 0.01 -0.07 -0.05
C -2.75397 -4.44083 -2.41560 0.01 0.00 0.07 -0.05
C -2.18007 -3.19033 -2.59130 0.10 0.16 -0.16 -0.06
C -2.23087 -2.25093 -1.57880 0.04 0.17 0.29 -0.07
P -2.87837 2.22077 1.76420 0.39 -0.37 -0.39 1.21
C -1.10847 2.67277 1.80630 -0.42 0.22 0.04 -0.42
N -0.25257 2.54557 0.78890 -0.06 -0.24 0.42 0.02
C 0.79313 3.39227 1.05460 0.02 0.30 0.40 -0.16
C 0.57143 4.01017 2.27790 0.35 -0.11 -0.43 -0.09
N -0.63697 3.55607 2.71420 0.04 -0.64 -0.63 -0.05
C -1.30187 3.96437 3.92270 -0.45 0.24 0.65 0.00
C 1.33683 4.98737 3.06350 0.14 0.18 0.08 -0.20
C 0.88773 6.30147 3.17110 0.05 -0.07 -0.06 -0.03
C 1.57273 7.20977 3.95830 -0.03 0.08 0.01 -0.05
C 2.70913 6.81837 4.64530 -0.02 -0.03 -0.02 -0.05
C 3.15783 5.51217 4.54600 0.09 -0.03 0.04 -0.05
C 2.47523 4.59717 3.76420 -0.11 -0.02 0.01 -0.04
C 1.78483 3.72647 0.03860 0.18 0.12 -0.30 -0.18
C 3.04973 4.20147 0.37500 -0.16 -0.09 -0.05 -0.01
C 3.92233 4.61667 -0.61360 0.07 0.01 -0.11 -0.05
C 3.55853 4.53507 -1.94790 0.01 0.01 0.00 -0.06
C 2.30963 4.04367 -2.29560 -0.08 0.02 -0.04 -0.07
C 1.42123 3.66007 -1.30960 0.00 0.16 0.21 -0.06
C -3.11397 2.50897 -0.03270 -0.04 0.07 0.17 -0.41
N -2.41587 1.99167 -1.04690 -0.57 0.55 0.05 0.00
C -3.03547 2.39467 -2.19850 -0.57 0.31 0.32 -0.15
C -4.12427 3.18847 -1.86490 0.45 -0.28 -0.49 -0.10
N -4.14937 3.23827 -0.50190 0.66 -0.44 -0.09 -0.04
C -5.09147 3.97617 0.29440 -0.52 0.43 0.49 -0.01
C -5.06737 3.94277 -2.69000 -0.22 0.21 -0.11 -0.21
C -6.44127 3.77597 -2.52780 0.13 -0.05 -0.10 -0.04
C -7.32597 4.52617 -3.28110 -0.08 0.04 0.02 -0.05
C -6.84837 5.45587 -4.18990 -0.01 -0.03 -0.03 -0.06
C -5.48297 5.61637 -4.36620 0.05 0.03 -0.06 -0.05
C -4.59267 4.86407 -3.62290 -0.05 -0.07 0.17 -0.03
C -2.58917 1.95267 -3.51420 0.10 -0.08 -0.19 -0.15
C -1.27257 1.53217 -3.72200 -0.22 0.03 0.24 -0.06
C -0.84647 1.15587 -4.98410 0.23 -0.10 0.02 -0.07
C -1.72617 1.19097 -6.05430 0.07 -0.02 0.04 -0.05
C -3.04287 1.56987 -5.85060 0.05 0.02 -0.02 -0.04
C -3.47647 1.94057 -4.59210 0.16 -0.06 0.12 0.00
H -3.17007 0.63787 4.28940 -0.03 -0.10 0.00 0.09
H -4.06577 -0.89113 4.42050 0.06 0.11 -0.05 0.11
H -4.84887 0.53997 3.71920 0.04 -0.08 0.04 0.11
H -6.05347 -2.04143 2.73620 -0.06 0.09 -0.08 0.12
H -6.91427 -3.84373 4.16500 -0.12 -0.03 -0.01 0.11
H -5.39697 -5.61013 4.97930 -0.08 -0.11 0.08 0.11
H -2.99597 -5.53123 4.41820 0.06 -0.10 0.05 0.12
H -2.11777 -3.68603 3.04370 0.09 -0.02 0.03 0.06
H -3.88567 -4.07783 0.74080 -0.04 -0.03 0.01 0.11
H -3.79077 -5.73103 -1.05670 -0.07 -0.08 -0.01 0.12
H -2.72877 -5.16403 -3.21700 0.04 -0.05 -0.03 0.11
H -1.70337 -2.94763 -3.52920 0.04 0.04 -0.08 0.11
H -1.78257 -1.25293 -1.75720 -0.39 -0.56 -0.09 0.06
H -0.57617 4.42047 4.59520 -0.08 -0.08 -0.08 0.11
H -1.75487 3.10387 4.41450 0.07 0.06 -0.03 0.09
H -2.08047 4.69497 3.69520 0.06 -0.01 0.08 0.11
H 0.00653 6.61547 2.63180 -0.12 0.03 -0.08 0.12
H 1.21723 8.22447 4.04150 -0.04 0.12 -0.02 0.11
H 3.23913 7.52727 5.26100 0.07 0.08 0.06 0.11
H 4.03903 5.20477 5.08620 0.10 -0.06 0.06 0.11
H 2.81353 3.57187 3.71550 0.03 -0.11 -0.04 0.12
H 3.34113 4.26517 1.40910 0.07 0.02 0.12 0.10
H 4.88493 5.02047 -0.34250 0.13 0.01 0.04 0.11
H 4.23533 4.87837 -2.71360 0.10 0.00 -0.10 0.11
H 2.01543 3.98597 -3.33430 0.00 0.04 -0.06 0.11
H 0.41033 3.36377 -1.57710 0.03 0.00 -0.01 0.09
H -5.45297 4.83037 -0.27720 0.07 -0.07 0.09 0.11
H -4.60297 4.32567 1.20390 -0.09 0.01 -0.11 0.08
H -5.94357 3.35157 0.56820 0.04 0.05 -0.02 0.11
H -6.81667 3.04117 -1.83150 -0.06 -0.09 0.09 0.12
H -8.38857 4.38737 -3.15580 -0.10 -0.01 0.01 0.11
H -7.53977 6.05117 -4.76460 -0.07 0.05 -0.08 0.11
H -5.10997 6.33187 -5.08260 0.03 0.08 -0.06 0.11
H -3.52797 4.98827 -3.75290 0.12 0.04 -0.02 0.12
H -0.54637 1.56307 -2.89590 0.02 0.21 -0.35 0.05
H 0.18033 0.85957 -5.14200 0.07 -0.04 -0.02 0.11
H -1.38357 0.92587 -7.04200 0.04 -0.05 -0.08 0.12
H -3.73257 1.58867 -6.67940 -0.09 -0.04 -0.08 0.12
H -4.50627 2.21997 -4.44070 -0.07 0.02 -0.01 0.12
Cl 5.17923 -3.76783 -5.13260 -0.01 -0.07 -0.18 0.72
C 5.23353 -3.03463 -3.57820 0.00 0.19 0.37 -0.66
C 4.11853 -3.06473 -2.75480 0.03 0.09 -0.02 -0.08
C 4.17803 -2.48273 -1.50170 0.33 0.05 -0.03 -0.06
C 5.34483 -1.88903 -1.03480 0.31 -0.09 0.10 -0.21
C 5.42713 -1.24433 0.33570 0.32 0.09 -0.23 -0.26
C 5.04543 0.25677 0.20350 0.54 -0.46 0.61 -0.04
N 3.84033 0.47977 -0.55820 -0.60 0.34 0.00 -0.02
C 3.73533 0.39367 -1.91460 -0.55 0.11 -0.68 -0.03
C 2.41533 0.54407 -2.21310 0.43 0.03 -0.24 -0.10
N 1.70403 0.72617 -1.05540 0.45 0.13 0.21 -0.10
C 2.60833 0.69947 -0.08340 -0.27 -0.05 0.00 -0.19
O 4.77303 -2.01063 1.32910 -0.01 -0.17 0.05 -0.08
C 3.55703 -1.57263 1.88270 -0.34 0.16 0.08 -0.20
C 3.03733 -2.59953 2.84670 -0.23 0.35 0.08 -0.31
C 1.93613 -2.41033 3.63340 0.18 -0.60 0.02 -0.99
Cl 1.04623 -0.96093 3.80860 -0.05 0.42 0.49 0.60
S 1.50883 -3.82383 4.54160 0.31 0.37 -0.33 1.00
C 2.85593 -4.66113 3.88520 -0.28 0.11 0.10 -0.37
C 3.57073 -3.90033 3.02220 0.06 -0.05 0.06 -0.13
C 6.44893 -1.85593 -1.88820 -0.36 -0.16 -0.03 -0.59
Cl 7.92453 -1.09433 -1.39520 0.19 0.11 -0.03 0.76
C 6.40113 -2.41593 -3.15390 -0.03 -0.06 -0.14 -0.12
H 3.20963 -3.53963 -3.08600 -0.11 -0.11 -0.06 0.11
H 3.29823 -2.51913 -0.87840 -0.04 -0.01 0.08 0.09
H 6.48183 -1.26983 0.64370 -0.28 0.22 -0.10 0.13
H 5.87503 0.74877 -0.30930 -0.09 -0.01 0.07 0.13
H 4.93023 0.70477 1.19000 0.02 0.10 -0.07 0.14
H 4.57513 0.22927 -2.55430 0.25 -0.04 -0.12 0.14
H 1.95023 0.56317 -3.18020 -0.03 -0.08 -0.15 0.10
H 2.39063 0.84917 0.95850 0.05 -0.11 0.15 0.13
H 2.78683 -1.43453 1.10830 0.22 -0.02 0.14 0.05
H 3.69053 -0.62033 2.42090 -0.05 -0.04 -0.06 0.12
H 3.04633 -5.67263 4.17860 0.05 -0.27 0.08 0.08
H 4.48003 -4.22093 2.55260 0.13 -0.15 -0.13 0.11
H 7.26273 -2.37733 -3.80160 0.09 -0.02 -0.02 0.11
S 0.53503 -7.21333 1.12200 -0.32 -0.06 0.16 0.65
C 0.63523 -5.63333 0.68450 -0.40 -0.67 0.49 -1.08
S -0.54747 -4.42103 1.11880 1.17 0.22 -0.52 1.01
C 0.54413 -3.18573 0.44300 -0.40 -1.19 0.29 -0.98
N 1.59793 -3.69413 -0.08430 0.23 1.22 -0.20 0.03
N 1.64373 -5.03183 0.01220 -0.65 -0.45 0.02 -0.14
C 2.79673 -5.72103 -0.43650 0.68 -0.16 -0.18 -0.22
C 2.68453 -6.91443 -1.13870 -0.02 0.16 -0.12 -0.05
C 3.83553 -7.58363 -1.51590 0.06 -0.01 0.02 -0.06
C 5.08363 -7.06323 -1.21090 0.02 -0.02 -0.04 -0.07
C 5.18353 -5.86393 -0.52440 0.08 -0.07 0.00 -0.06
C 4.04263 -5.19193 -0.12690 -0.22 -0.18 -0.01 -0.03
S 0.29543 -1.53963 0.81360 -0.34 0.95 -0.35 0.58
H 1.71743 -7.32333 -1.38600 -0.04 0.03 0.04 0.09
H 3.76313 -8.52863 -2.03360 -0.06 -0.02 -0.09 0.11
H 5.97363 -7.59823 -1.51030 0.05 0.00 0.02 0.11
H 6.15413 -5.46273 -0.27680 0.12 0.08 0.01 0.11
H 4.10593 -4.26793 0.42290 0.03 0.05 0.03 0.08